The following is a quantum chemistry calculation of a molecular structure, C17H17F6N6O7Y, from the OMol25 dataset.

The geometry in XYZ format:
```
54
C17H17F6N6O7Y | the OMol25 dataset | ωB97M-V with the def2-TZVPD basis set
Y 0.599 -1.210 0.201
O 3.336 0.676 2.785
C 2.309 0.247 2.302
O 2.137 -0.882 1.702
C 1.048 1.111 2.382
C 1.113 2.342 3.066
C -0.007 3.110 3.136
C -1.213 2.641 2.565
C -2.421 3.374 2.639
C -3.572 2.864 2.114
C -3.566 1.589 1.506
C -2.413 0.861 1.408
C -1.201 1.386 1.918
N -0.043 0.657 1.805
H 2.061 2.629 3.497
H 0.002 4.070 3.638
H -2.414 4.339 3.131
H -4.496 3.424 2.179
H -4.491 1.172 1.129
H -2.424 -0.130 0.975
N -1.078 0.810 -1.375
N -1.584 0.253 -2.559
C -1.359 -1.053 -2.809
N -1.760 -1.554 -3.972
N -0.725 -1.708 -1.842
N -0.468 -3.028 -1.943
O 0.293 -3.421 -1.052
O -0.924 -3.757 -2.802
H -1.761 1.459 -1.007
H -0.166 1.236 -1.537
H -1.679 0.859 -3.362
H -2.312 -0.997 -4.600
H -1.675 -2.550 -4.110
C -1.765 -3.898 2.931
O -0.877 -3.041 2.205
C -1.424 -2.318 1.150
O -2.612 -2.451 0.914
H -1.172 -4.361 3.715
H -2.189 -4.659 2.277
H -2.583 -3.324 3.366
C 3.864 0.771 -0.836
C 2.745 0.269 -1.748
O 1.514 0.284 -1.156
C 3.046 -1.191 -2.154
F 2.782 -1.988 -1.067
F 2.249 -1.647 -3.134
F 4.305 -1.433 -2.505
C 2.676 1.148 -3.015
F 3.744 0.996 -3.813
F 1.582 0.887 -3.759
F 2.602 2.445 -2.677
H 3.992 0.080 -0.003
H 3.565 1.735 -0.432
H 4.810 0.877 -1.366
```

Summary:
LUMO	-0.66	eV
HOMO-LUMO gap	0.2630	Eh
highest occupied orbital energy	-7.8	eV
total energy	-58528.4881	eV
energy relative to the best compared isomer or geometry (same formula, charge and spin)	8.3	kJ/mol